DFT (wB97M-V/def2-TZVPD) results for a single C5H11P molecule.

**Structure (SMILES)**: C[PH2]=C1C[C@H]1C
**LUMO level**: 0.72 eV
**Frontier orbital gap**: 7.7186 eV

Structure (XYZ):
```
17
C5H11P | OMol25 | wB97M-V/def2-TZVPD
C 0.6233 1.2512 1.4012
C -0.5440 1.6572 0.6136
C -0.7193 0.4021 1.3152
C -0.4276 1.6941 -0.9159
C 0.6364 -2.1944 -0.3236
P -0.6407 -1.2120 0.5808
H 1.5646 0.7989 1.1204
H 0.7344 1.7213 2.4084
H -1.1773 2.4198 1.0763
H -0.7815 2.6669 -1.1497
H -0.9525 0.8890 -1.4136
H 0.6224 1.4969 -1.0787
H 0.2470 -3.1939 -0.4833
H 1.5426 -2.3135 0.3796
H 0.7995 -1.7056 -1.2694
H -1.5436 -1.4564 -0.5705
H -1.0425 -2.1110 1.7590
```

Want to see where the charge sits? The Mulliken charges in e are:
1 C -0.821
2 C 0.541
3 C -0.605
4 C -1.263
5 C -1.011
6 P 0.171
7 H 0.268
8 H 0.171
9 H 0.367
10 H 0.373
11 H 0.240
12 H 0.317
13 H 0.381
14 H 0.300
15 H 0.347
16 H 0.100
17 H 0.125